# 1
{"formula": "C32H30As2Cl2N2O4SV", "method": "the ωB97M-V functional and the def2-TZVPD basis", "symbols": ["V", "O", "S", "O", "N", "C", "C", "C", "C", "C", "C", "C", "C", "N", "C", "C", "C", "C", "C", "C", "C", "H", "H", "H", "H", "H", "H", "H", "H", "H", "H", "H", "C", "As", "C", "C", "C", "C", "C", "C", "C", "As", "C", "C", "H", "H", "H", "H", "H", "H", "H", "H", "H", "H", "H", "H", "H", "H", "H", "H", "Cl", "C", "C", "C", "Cl", "C", "O", "C", "C", "O", "C", "H", "H", "H"], "coordinates": [[0.2337, -0.4849, 0.2630], [-1.7185, 0.7074, -1.6521], [-2.1779, -0.6541, -1.5851], [-2.7716, -1.2469, -2.7418], [-0.8760, -1.4826, -1.0515], [-0.8105, -2.8836, -1.0686], [-1.6655, -3.7803, -1.6620], [-1.4438, -5.1685, -1.5345], [-0.3996, -5.6726, -0.8162], [0.4852, -4.7800, -0.1701], [1.5655, -5.1812, 0.6417], [2.3263, -4.2424, 1.2852], [2.0169, -2.8869, 1.1215], [1.0440, -2.4742, 0.3352], [0.2753, -3.3950, -0.3149], [-3.3366, -0.7360, -0.2382], [-4.6175, -0.2603, -0.4842], [-5.5237, -0.1845, 0.5612], [-5.1519, -0.5830, 1.8392], [-3.8768, -1.0766, 2.0739], [-2.9640, -1.1583, 1.0310], [-2.5052, -3.4301, -2.2432], [-2.1342, -5.8421, -2.0242], [-0.2450, -6.7389, -0.7186], [1.7678, -6.2381, 0.7649], [3.1438, -4.5264, 1.9321], [2.5550, -2.1206, 1.6656], [-4.8956, 0.0465, -1.4842], [-6.5231, 0.1862, 0.3780], [-5.8637, -0.5232, 2.6516], [-3.5928, -1.4146, 3.0622], [-1.9892, -1.5989, 1.2144], [3.7778, -0.8695, -0.9966], [2.4456, 0.4856, -0.6003], [3.3901, 1.5531, 0.7148], [2.3119, 1.4476, -2.2846], [2.6735, 0.7295, -3.4259], [2.5460, 1.2907, -4.6846], [2.0440, 2.5752, -4.8140], [1.6682, 3.2806, -3.6832], [1.7818, 2.7363, -2.4062], [1.1831, 3.7940, -0.8597], [1.8712, 5.5446, -1.4148], [-0.6747, 4.0366, -1.4266], [3.3427, -1.6789, -1.5782], [4.1389, -1.2731, -0.0523], [4.6098, -0.4222, -1.5369], [4.2046, 2.0970, 0.2392], [3.7921, 0.8695, 1.4628], [2.7050, 2.2544, 1.1788], [3.0586, -0.2773, -3.3460], [2.8345, 0.7221, -5.5584], [1.9366, 3.0241, -5.7925], [1.2672, 4.2794, -3.8023], [1.4280, 5.8869, -2.3482], [2.9537, 5.4997, -1.5221], [1.6304, 6.2620, -0.6310], [-0.7165, 4.3890, -2.4563], [-1.1463, 4.7798, -0.7826], [-1.2066, 3.0893, -1.3471], [-2.0810, 2.2899, 6.5867], [-1.3324, 1.4831, 5.2559], [-0.6812, 0.2619, 5.4763], [-0.0792, -0.4026, 4.4370], [0.7274, -1.9037, 4.7093], [-0.1111, 0.1073, 3.1200], [0.4739, -0.5595, 2.1567], [-0.7735, 1.3399, 2.9262], [-0.8112, 1.9289, 1.6269], [-0.4255, 1.3900, 0.5805], [-1.3691, 2.0240, 4.0024], [-0.6487, -0.1603, 6.4715], [-1.2079, 2.9480, 1.5479], [-1.8625, 2.9715, 3.8263]], "forces_ev_per_a": [[0.155, -0.097, 0.061], [0.035, 0.035, -0.039], [-0.012, 0.028, 0.070], [-0.015, -0.067, -0.030], [0.023, 0.351, 0.349], [-0.095, -0.423, -0.013], [0.014, 0.177, -0.089], [0.016, -0.090, -0.004], [-0.020, -0.018, -0.018], [0.095, 0.163, -0.078], [-0.004, -0.023, 0.009], [0.049, -0.044, 0.036], [-0.080, 0.016, -0.069], [-0.109, 0.145, 0.033], [0.011, -0.106, 0.165], [0.087, -0.012, -0.052], [-0.045, 0.011, -0.003], [0.018, 0.002, -0.006], [0.014, -0.018, 0.021], [-0.012, 0.010, -0.016], [-0.018, -0.013, -0.028], [0.009, 0.002, 0.015], [0.002, 0.002, 0.002], [-0.006, -0.001, -0.008], [0.014, 0.004, 0.009], [-0.002, 0.000, -0.003], [0.015, -0.012, 0.015], [-0.004, 0.005, 0.004], [-0.001, 0.000, 0.000], [-0.003, 0.002, -0.002], [-0.007, 0.003, 0.004], [-0.006, 0.005, 0.012], [-0.018, 0.006, 0.057], [0.148, 0.009, -0.172], [0.040, -0.004, -0.026], [-0.093, -0.016, -0.016], [0.003, 0.008, 0.071], [-0.003, -0.004, -0.025], [-0.004, -0.015, -0.002], [-0.008, 0.017, 0.018], [0.037, -0.013, -0.003], [-0.029, 0.074, -0.032], [-0.011, -0.036, 0.058], [0.001, 0.001, 0.008], [0.006, 0.000, -0.010], [0.001, -0.002, -0.002], [0.002, 0.008, -0.005], [-0.007, -0.006, -0.019], [-0.004, -0.004, -0.010], [0.004, 0.013, 0.018], [0.013, -0.017, -0.006], [0.000, 0.003, -0.001], [0.005, 0.002, -0.001], [0.003, -0.009, -0.010], [-0.002, -0.015, -0.004], [0.001, -0.009, 0.008], [0.003, 0.005, -0.009], [-0.019, -0.001, -0.002], [0.006, 0.004, 0.006], [0.025, 0.016, -0.018], [0.002, 0.001, 0.009], [0.016, -0.055, 0.064], [-0.008, 0.024, 0.017], [0.048, -0.028, -0.120], [-0.013, 0.001, 0.035], [-0.087, 0.009, 0.097], [-0.127, -0.069, -0.321], [0.066, -0.148, 0.049], [-0.095, 0.088, 0.020], [-0.017, 0.024, 0.046], [-0.019, 0.092, -0.109], [-0.006, 0.007, 0.003], [0.021, 0.005, -0.022], [-0.001, -0.004, 0.011]], "max_force_ev_per_a": 0.5, "spin_multiplicity": 3, "s2": 2.0191, "charge": 1, "de_lowest_ev": 0.000, "e_tot_ha": -8381.883714, "homo_lumo_gap_ev": [7.51, 7.39]}



# 2
{"formula": "C32H30AsBr2CoF3NO3", "method": "the ωB97M-V functional and the def2-TZVPD basis", "symbols": ["Co", "C", "C", "C", "C", "C", "C", "Br", "C", "C", "Br", "C", "O", "C", "N", "H", "H", "H", "H", "H", "H", "C", "C", "C", "C", "C", "C", "C", "C", "C", "C", "O", "O", "H", "H", "H", "H", "H", "H", "H", "H", "H", "H", "H", "F", "C", "F", "F", "C", "C", "C", "C", "C", "C", "C", "C", "H", "H", "H", "H", "C", "As", "C", "C", "H", "H", "H", "H", "H", "H", "H", "H", "H"], "coordinates": [[-0.3841, 0.7036, 0.1979], [-2.1957, 1.2462, 3.0933], [-1.4806, -0.0597, 3.1434], [-1.6245, -0.9169, 4.2527], [-0.9192, -2.0847, 4.3270], [-0.0166, -2.4044, 3.2979], [0.8300, -3.5549, 3.2696], [0.7427, -4.8142, 4.6595], [1.7328, -3.7789, 2.2459], [1.8467, -2.8755, 1.2070], [3.0746, -3.1570, -0.1690], [1.0308, -1.6953, 1.1463], [1.1278, -0.8497, 0.2459], [0.0621, -1.5035, 2.2279], [-0.6787, -0.3903, 2.1359], [-2.6247, 1.4899, 4.0635], [-2.9823, 1.2167, 2.3386], [-1.5050, 2.0306, 2.7828], [-2.2970, -0.6303, 5.0491], [-1.0277, -2.7450, 5.1763], [2.3581, -4.6599, 2.2638], [4.2942, 7.4830, -0.0444], [3.4967, 6.2057, -0.0348], [4.1218, 4.9716, -0.1489], [3.3983, 3.7839, -0.1294], [4.0861, 2.4508, -0.2567], [2.0171, 3.8503, 0.0155], [1.3582, 5.0748, 0.1330], [-0.1394, 5.1161, 0.2882], [2.1123, 6.2396, 0.1010], [1.2032, 2.5948, 0.0357], [0.8168, 2.1251, 1.1494], [0.8873, 2.0269, -1.0398], [5.3200, 7.3058, -0.3658], [4.3279, 7.9266, 0.9530], [3.8486, 8.2187, -0.7151], [5.2001, 4.9298, -0.2632], [5.1521, 2.5787, -0.4412], [3.6577, 1.8692, -1.0744], [3.9650, 1.8644, 0.6571], [-0.6294, 4.5192, -0.4843], [-0.5096, 6.1389, 0.2260], [-0.4382, 4.6959, 1.2505], [1.6090, 7.1977, 0.1813], [-8.3349, 5.0885, -2.5989], [-8.3651, 4.4457, -1.4121], [-9.3856, 3.5723, -1.4719], [-8.6926, 5.3724, -0.4899], [-7.0584, 3.7815, -1.1023], [-5.9643, 4.5689, -0.7624], [-4.7406, 3.9788, -0.5085], [-4.5900, 2.5888, -0.5865], [-5.7007, 1.8130, -0.9285], [-6.9254, 2.4042, -1.1860], [-3.3221, 1.9795, -0.3220], [-2.2418, 1.4614, -0.0958], [-6.0731, 5.6441, -0.6994], [-3.8841, 4.5858, -0.2476], [-5.5924, 0.7386, -0.9922], [-7.7786, 1.7951, -1.4509], [0.5107, -1.4767, -3.1408], [-0.7953, -0.4185, -2.1483], [-2.4235, -1.4343, -2.5047], [-1.0519, 1.0618, -3.3774], [0.1831, -1.6356, -4.1682], [0.6541, -2.4397, -2.6512], [1.4608, -0.9438, -3.1373], [-2.5690, -1.5741, -3.5758], [-3.2636, -0.8783, -2.0901], [-2.3708, -2.4073, -2.0169], [-1.2885, 0.6967, -4.3769], [-0.1417, 1.6578, -3.3909], [-1.8650, 1.6792, -2.9987]], "forces_ev_per_a": [[-0.064, 0.035, -0.239], [0.000, 0.010, -0.041], [0.023, -0.022, 0.023], [-0.009, -0.001, -0.009], [0.024, -0.024, 0.026], [-0.018, 0.060, -0.063], [-0.010, -0.046, 0.079], [0.007, 0.041, -0.060], [0.030, -0.030, -0.002], [0.092, -0.075, -0.092], [-0.047, 0.001, 0.066], [-0.022, 0.092, -0.078], [0.060, -0.057, 0.029], [-0.088, 0.003, 0.145], [0.081, 0.048, -0.003], [0.004, -0.010, -0.005], [-0.016, 0.007, -0.027], [0.008, 0.000, -0.013], [-0.002, 0.004, -0.003], [-0.006, -0.001, -0.003], [-0.002, 0.002, -0.002], [-0.026, -0.018, 0.008], [0.004, 0.010, -0.005], [0.016, 0.001, 0.000], [0.001, -0.015, -0.021], [0.005, 0.015, 0.003], [-0.029, 0.045, 0.001], [-0.007, 0.011, 0.010], [0.028, -0.013, -0.006], [0.016, -0.020, 0.001], [-0.018, -0.082, 0.013], [0.021, 0.028, 0.099], [0.025, 0.012, 0.049], [0.000, 0.000, -0.002], [0.006, 0.009, -0.004], [0.006, 0.006, 0.002], [-0.002, -0.001, 0.001], [0.001, -0.005, 0.005], [0.001, 0.000, 0.001], [-0.002, -0.007, -0.003], [-0.015, 0.004, 0.008], [0.000, 0.000, -0.004], [-0.002, 0.003, -0.002], [-0.007, -0.002, -0.001], [0.006, 0.005, 0.000], [-0.015, -0.004, -0.009], [-0.001, 0.000, 0.003], [0.009, 0.010, 0.010], [0.002, 0.005, 0.008], [0.023, -0.011, -0.022], [-0.046, 0.004, -0.001], [0.002, 0.029, -0.019], [0.012, 0.001, 0.004], [-0.011, 0.002, -0.006], [-0.013, -0.085, -0.049], [-0.026, 0.076, 0.167], [0.002, 0.000, 0.005], [0.001, -0.006, 0.005], [0.003, -0.002, 0.006], [0.004, -0.005, 0.001], [-0.011, 0.003, 0.008], [-0.059, -0.041, -0.023], [0.026, 0.011, 0.008], [0.011, -0.004, 0.014], [0.002, 0.002, -0.001], [-0.006, 0.001, 0.002], [-0.001, 0.003, -0.001], [0.005, 0.002, -0.001], [0.006, 0.008, 0.000], [0.005, -0.002, -0.003], [0.004, -0.009, 0.002], [-0.001, 0.000, 0.002], [-0.001, -0.007, 0.007]], "max_force_ev_per_a": 0.2, "spin_multiplicity": 5, "s2": 6.0517, "charge": 0, "de_lowest_ev": 0.185, "e_tot_ha": -10584.058606, "homo_lumo_gap_ev": [6.82, 4.83]}